No. 1
Density functional theory data (ωB97M-V/def2-TZVPD) for 2 unconnected molecules or ions with the total composition FHNO2S.

Properties
Total charge ... -1
Orbital gap ... 0.288 hartree
Energy relative to the best compared isomer or geometry (same formula, charge and spin) ... 3.462 eV
Multiplicity ... 1

XYZ file:
```
6
FHNO2S ωB97M-V/def2-TZVPD
N 0.30 0.41 0.83
O 0.59 -0.76 -1.58
O -1.01 -1.74 -0.03
F -0.43 1.40 1.46
S -0.57 -0.53 -0.73
H 1.11 1.23 0.05
```


No. 2
Density functional theory data (ωB97M-V/def2-TZVPD) for 2 unconnected molecules or ions with the total composition FHNO3P.

Properties
Total charge ... -2
Orbital gap ... 0.211 hartree
Energy relative to the best compared isomer or geometry (same formula, charge and spin) ... 1.000 eV
Multiplicity ... 1

XYZ file:
```
7
FHNO3P ωB97M-V/def2-TZVPD
N 0.79 1.31 0.27
O -2.24 -0.43 1.33
O -2.15 -0.60 -1.23
O -2.93 1.58 -0.17
F 1.93 0.35 0.33
P -2.26 0.26 -0.02
H 0.58 1.58 1.30
```


No. 3
Density functional theory data (ωB97M-V/def2-TZVPD) for a single FHO2S molecule.

Properties
Orbital gap (spin up / spin down) ... 0.271 / 0.271 hartree
Energy relative to the best compared isomer or geometry (same formula, charge and spin) ... 6.489 eV
Multiplicity ... 3

XYZ file:
```
5
FHO2S ωB97M-V/def2-TZVPD
O -1.34 -0.02 -0.20
O -0.24 -0.47 0.66
F -1.64 1.31 0.00
S 1.09 -0.88 -0.21
H 2.12 0.07 -0.24
```


No. 4
Density functional theory data (ωB97M-V/def2-TZVPD) for a molecular structure, FHO2SSn.

Properties
Orbital gap (spin up / spin down) ... 0.233 / 0.233 hartree
Energy relative to the best compared isomer or geometry (same formula, charge and spin) ... 0.000 eV
Multiplicity ... 1

XYZ file:
```
6
FHO2SSn ωB97M-V/def2-TZVPD
S 0.98 0.59 -0.65
F -3.04 -0.11 0.02
O 1.39 1.82 0.17
Sn -1.32 0.11 0.03
O 0.92 -0.78 0.44
H 1.06 -1.62 -0.01
```